Entry 1:
{
  "formula": "C9H15Cl",
  "method": "the ωB97M-V functional and the def2-TZVPD basis",
  "elements": ["H", "H", "H", "C", "H", "C", "H", "C", "H", "H", "C", "H", "C", "H", "C", "C", "H", "H", "H", "H", "C", "Cl", "H", "C", "H"],
  "positions_angstrom": [[0.103, -4.208, 1.474], [-2.512, -1.759, 0.176], [3.345, 1.300, 0.074], [1.431, 1.753, -1.089], [-0.252, -0.479, 1.152], [-0.470, 2.984, -0.186], [0.978, 2.672, -2.934], [-0.614, -3.880, 0.656], [-0.043, 1.422, -2.537], [1.616, 1.045, -3.214], [0.219, -1.546, 1.292], [3.210, 0.671, -1.559], [0.591, 2.209, -0.022], [-0.150, -4.408, -0.151], [2.690, 1.223, -0.824], [-0.600, -2.390, 0.553], [-1.532, -4.270, 1.053], [0.799, 1.866, 1.030], [-0.682, 3.576, -1.104], [-1.893, -2.262, -1.277], [-1.591, -1.728, -0.371], [1.507, -1.848, 2.464], [-1.351, -0.756, -0.579], [1.018, 1.675, -2.516], [-1.165, 3.027, 0.504]],
  "mulliken_charge": [0.299, 0.338, 0.263, 1.080, 0.171, -0.850, 0.329, -1.160, 0.316, 0.359, -0.246, 0.266, -0.253, 0.309, -1.082, 0.891, 0.319, 0.270, 0.250, 0.379, -1.348, -0.205, 0.256, -1.317, 0.367],
  "lumo_ha": 0.0259,
  "e_tot_ev": -22095.2746,
  "largest_force_ev_per_a": 5.42,
  "gap_ev": 9.25
}

---

Entry 2:
{
  "formula": "C9H15Cl2MnN",
  "method": "the ωB97M-V functional and the def2-TZVPD basis",
  "elements": ["H", "H", "C", "C", "N", "C", "H", "H", "Mn", "H", "C", "H", "H", "H", "C", "C", "C", "H", "Cl", "H", "C", "Cl", "H", "H", "H", "C", "H", "H"],
  "positions_angstrom": [[0.915, 1.267, -1.496], [-1.368, -0.599, 5.235], [-1.877, 0.105, -2.184], [2.288, -0.154, -0.458], [-0.089, 0.331, 2.459], [0.582, -0.676, -2.353], [-2.313, 0.933, -0.175], [-0.963, -0.979, -3.833], [1.181, 0.129, 0.949], [3.039, 0.624, -0.608], [0.850, 0.232, -1.109], [-0.632, -0.956, -0.047], [-1.146, 1.857, -1.122], [0.405, -0.662, 5.396], [-0.435, -0.060, 5.016], [-0.312, 0.084, -0.259], [-0.689, -0.212, -3.098], [-0.448, 0.904, 5.547], [1.437, -1.942, 1.673], [0.447, -1.709, -1.989], [-0.295, 0.153, 3.596], [2.302, 1.795, 1.771], [2.553, -1.180, -0.706], [-0.431, 0.684, -3.675], [-2.375, -0.834, -1.903], [-1.468, 0.838, -0.867], [1.451, -0.677, -3.024], [-2.608, 0.707, -2.735]],
  "mulliken_charge": [0.222, 0.269, -0.610, -1.196, -0.107, -1.045, 0.237, 0.327, -0.357, 0.317, 0.581, 0.143, 0.338, 0.248, -0.973, 0.280, -0.562, 0.287, -0.572, 0.358, 0.596, -0.634, 0.380, 0.304, 0.303, -0.804, 0.296, 0.372],
  "total_charge": -1,
  "lumo_ha": [0.1106, 0.1103],
  "e_tot_ev": -67431.8063,
  "largest_force_ev_per_a": 5.52,
  "spin_multiplicity": 5,
  "gap_ev": [4.82, 6.34]
}

---

Entry 3:
{
  "formula": "C9H15ClI2N2OPW",
  "method": "the ωB97M-V functional and the def2-TZVPD basis",
  "elements": ["H", "H", "H", "O", "W", "H", "H", "H", "H", "H", "H", "I", "C", "C", "C", "C", "P", "C", "H", "H", "H", "C", "H", "Cl", "H", "N", "I", "C", "H", "N", "C", "C"],
  "positions_angstrom": [[4.181, 0.010, 1.384], [4.182, 0.194, -1.427], [-4.091, -1.063, -2.959], [-0.001, -1.409, 2.619], [-0.061, 0.280, -0.276], [2.665, 0.118, 2.348], [-5.823, -1.193, -1.123], [-1.736, -0.497, -2.411], [-1.903, 0.384, 2.275], [-3.331, -0.549, 2.651], [3.085, -1.242, -1.464], [0.523, -2.733, -0.006], [3.134, -0.144, -1.467], [-3.016, -0.399, 0.675], [3.110, -0.258, 1.414], [-0.085, -0.941, 1.530], [2.286, 0.513, -0.016], [2.734, 2.267, 0.086], [3.831, 2.345, 0.004], [2.992, -1.350, 1.377], [2.649, 0.251, -2.370], [-2.512, -0.565, -1.633], [2.393, 2.672, 1.051], [-0.144, 1.740, -2.010], [-5.040, -0.792, 1.260], [-2.110, -0.249, -0.359], [0.230, 1.670, 2.450], [-4.374, -0.731, 0.404], [2.245, 2.813, -0.731], [-2.590, -0.346, 1.974], [-3.822, -0.886, -1.922], [-4.776, -0.972, -0.900]],
  "mulliken_charge": [0.445, 0.457, 0.444, -0.188, 0.726, 0.313, 0.473, 0.448, -0.001, 0.246, 0.380, 0.527, -1.065, 1.061, -0.931, -0.377, 0.506, -0.994, 0.448, 0.339, 0.395, -0.024, 0.309, -0.149, 0.380, -0.087, 0.502, -0.780, 0.419, -0.177, -0.804, -0.241],
  "total_charge": 3,
  "lumo_ha": [-0.5238, -0.5644],
  "e_tot_ev": -54410.3399,
  "largest_force_ev_per_a": 6.56,
  "spin_multiplicity": 3,
  "gap_ev": [4.74, 3.75]
}